[1]
C5H8O2 | ωB97M-V with the def2-TZVPD basis set

Values from the calculation:
E_HOMO: -9.2 eV
relative energy (zero: lowest compared OMol25 entry of this formula, charge and spin): 300.7 kJ/mol
HOMO-LUMO gap: 10.0 eV
maximum force: 3.36 eV Å⁻¹
LUMO: 0.82 eV

Each line ends with the Löwdin charge.
Positions of all 15 atoms, in Å:
O  2.536  0.568  0.454  -0.077
O  -1.693  -2.330  -0.595  0.082
C  1.671  -0.455  -0.056  -0.254
C  -1.996  0.370  -0.286  -0.098
C  -0.550  0.832  -0.414  -0.275
C  0.191  -0.240  0.348  -0.132
C  -1.403  -1.242  -0.173  -0.125
H  -0.585  1.836  -0.015  0.109
H  1.746  -0.478  -1.154  0.114
H  1.980  -1.429  0.331  0.110
H  3.454  0.292  0.288  0.091
H  -0.228  0.835  -1.468  0.122
H  0.119  -0.128  1.440  0.121
H  -2.400  0.718  0.694  0.103
H  -2.596  0.878  -1.094  0.109

=====

[2]
C5H8O2 | ωB97M-V with the def2-TZVPD basis set

Values from the calculation:
E_HOMO: -9.0 eV
relative energy (zero: lowest compared OMol25 entry of this formula, charge and spin): 188.3 kJ/mol
HOMO-LUMO gap: 9.7 eV
maximum force: 1.05 eV Å⁻¹
LUMO: 0.71 eV

Each line ends with the Löwdin charge.
Positions of all 15 atoms, in Å:
O  2.698  0.210  0.409  -0.051
O  -2.245  -2.008  0.293  0.165
C  -2.147  -0.856  0.109  -0.238
C  1.673  -0.504  -0.232  -0.283
C  0.262  -0.247  0.229  -0.215
C  -0.580  1.004  -0.068  -0.183
C  -1.997  0.443  -0.092  -0.091
H  1.844  -1.565  -0.008  0.125
H  -0.502  1.772  0.715  0.111
H  -0.234  -1.024  -0.359  0.095
H  1.698  -0.402  -1.330  0.125
H  2.578  1.137  0.182  0.086
H  0.156  -0.472  1.297  0.138
H  -2.908  1.022  -0.130  0.104
H  -0.295  1.490  -1.014  0.112

=====

[3]
C5H8O2 | ωB97M-V with the def2-TZVPD basis set

Values from the calculation:
E_HOMO: -8.2 eV
relative energy (zero: lowest compared OMol25 entry of this formula, charge and spin): 351.0 kJ/mol
HOMO-LUMO gap: 8.8 eV
maximum force: 1.55 eV Å⁻¹
LUMO: 0.60 eV

Each line ends with the Löwdin charge.
Positions of all 15 atoms, in Å:
O  -0.773  -1.314  1.923  0.038
O  -0.508  -2.206  -0.516  0.062
C  -0.558  -0.319  1.001  -0.349
C  -0.477  0.976  1.319  0.060
C  0.053  0.696  -2.411  0.023
C  -0.103  -0.059  -1.372  -0.055
C  -0.397  -0.850  -0.356  -0.296
H  1.039  0.988  -2.745  0.056
H  -0.368  1.727  0.561  0.061
H  2.858  0.871  0.215  0.047
H  2.191  0.605  -0.120  0.017
H  -0.896  -0.925  2.794  0.116
H  -0.666  -2.581  0.361  0.095
H  -0.617  1.311  2.334  0.061
H  -0.778  1.079  -2.988  0.062

=====

[4]
C5H8O2 | ωB97M-V with the def2-TZVPD basis set

Values from the calculation:
E_HOMO: -8.9 eV
relative energy (zero: lowest compared OMol25 entry of this formula, charge and spin): 519.9 kJ/mol
HOMO-LUMO gap: 9.5 eV
maximum force: 0.54 eV Å⁻¹
LUMO: 0.52 eV

Each line ends with the Löwdin charge.
Positions of all 15 atoms, in Å:
O  -1.712  -0.477  -1.777  -0.114
O  1.189  -0.574  -1.066  -0.023
C  0.707  -0.333  0.237  -0.463
C  -2.530  -1.212  -1.057  0.011
C  1.909  -0.204  1.163  -0.040
C  -0.130  0.894  0.288  -0.086
C  -0.841  1.870  0.302  0.130
H  -2.791  -0.578  -0.163  -0.002
H  -1.501  0.403  -1.386  0.052
H  2.541  0.626  0.837  0.091
H  0.079  -1.171  0.579  0.147
H  0.443  -0.848  -1.621  0.078
H  2.490  -1.129  1.123  0.087
H  -1.433  2.759  0.351  0.043
H  1.582  -0.025  2.192  0.088

=====

[5]
C5H8O2 | ωB97M-V with the def2-TZVPD basis set

Values from the calculation:
E_HOMO: -8.6 eV
relative energy (zero: lowest compared OMol25 entry of this formula, charge and spin): 311.4 kJ/mol
HOMO-LUMO gap: 9.4 eV
maximum force: 3.77 eV Å⁻¹
LUMO: 0.85 eV

Each line ends with the Löwdin charge.
Positions of all 15 atoms, in Å:
O  0.581  1.005  0.905  0.136
O  0.315  1.027  -2.954  -0.037
C  1.902  -0.004  2.753  0.010
C  -1.581  -0.757  -0.138  -0.105
C  -0.554  -0.338  -1.177  -0.205
C  -0.456  0.804  -1.780  -0.206
C  1.224  0.525  1.772  -0.237
H  -0.016  -1.248  -1.429  0.104
H  -2.569  -0.889  -0.575  0.069
H  -1.242  1.605  -1.700  0.146
H  -1.221  -1.785  0.263  0.106
H  2.811  0.512  2.808  0.038
H  -1.747  -0.061  0.598  0.024
H  1.745  -0.592  3.659  0.074
H  0.808  0.196  -3.005  0.082

=====

[6]
C5H8O2 | ωB97M-V with the def2-TZVPD basis set

Values from the calculation:
E_HOMO: -8.8 eV
relative energy (zero: lowest compared OMol25 entry of this formula, charge and spin): 622.8 kJ/mol
HOMO-LUMO gap: 9.7 eV
maximum force: 0.28 eV Å⁻¹
LUMO: 0.89 eV

Each line ends with the Löwdin charge.
Positions of all 15 atoms, in Å:
O  -1.634  -0.015  0.373  -0.041
O  0.949  0.574  -0.975  -0.107
C  0.745  -1.449  0.525  -0.086
C  -0.407  -1.471  -0.179  -0.045
C  -0.092  1.469  -0.652  -0.177
C  -0.947  1.020  0.525  -0.309
C  0.755  -0.826  -0.829  -0.265
H  1.229  -1.315  -1.681  0.143
H  -0.782  1.598  -1.501  0.134
H  1.331  -2.115  1.143  0.113
H  -1.237  -2.111  -0.436  0.130
H  0.298  0.632  1.496  0.132
H  -1.227  1.734  1.313  0.128
H  0.395  2.428  -0.443  0.129
H  0.624  -0.154  1.322  0.123

=====

[7]
C5H8O2 | ωB97M-V with the def2-TZVPD basis set

Values from the calculation:
E_HOMO: -8.7 eV
relative energy (zero: lowest compared OMol25 entry of this formula, charge and spin): 526.9 kJ/mol
HOMO-LUMO gap: 9.6 eV
maximum force: 2.60 eV Å⁻¹
LUMO: 0.91 eV

Each line ends with the Löwdin charge.
Positions of all 15 atoms, in Å:
O  -0.211  0.642  1.254  -0.091
O  -0.428  -0.701  -1.285  -0.062
C  0.510  1.147  0.172  -0.263
C  -1.374  -0.076  0.847  -0.197
C  1.678  0.330  -0.323  -0.018
C  0.424  0.425  -1.137  -0.231
C  -1.072  -1.135  -0.169  -0.177
H  -1.770  -0.555  1.740  0.127
H  0.582  2.235  0.169  0.150
H  0.436  0.998  -2.059  0.152
H  1.835  -0.600  0.220  0.111
H  -0.963  -2.228  0.117  0.072
H  -0.097  -1.936  0.681  0.184
H  -2.125  0.636  0.464  0.137
H  2.576  0.818  -0.689  0.107

=====

[8]
C5H8O2 | ωB97M-V with the def2-TZVPD basis set

Values from the calculation:
E_HOMO: -9.7 eV
relative energy (zero: lowest compared OMol25 entry of this formula, charge and spin): 260.1 kJ/mol
HOMO-LUMO gap: 10.7 eV
maximum force: 0.62 eV Å⁻¹
LUMO: 0.94 eV

Each line ends with the Löwdin charge.
Positions of all 15 atoms, in Å:
O  -0.731  -0.756  -1.257  -0.003
O  0.460  -0.751  1.989  0.119
C  -1.807  -0.512  -0.373  -0.212
C  -1.283  0.499  0.649  -0.012
C  2.164  0.956  -0.561  -0.034
C  -0.272  -0.603  1.053  -0.348
C  -0.779  -1.524  -0.050  -0.126
H  3.141  0.694  -0.972  0.022
H  -0.762  -2.605  -0.140  0.152
H  -2.818  -0.676  -0.729  0.149
H  1.470  0.128  -0.725  -0.001
H  -0.865  1.407  0.208  0.118
H  2.258  1.161  0.509  0.026
H  1.778  1.838  -1.078  0.024
H  -1.953  0.744  1.478  0.125

=====

[9]
C5H8O2 | ωB97M-V with the def2-TZVPD basis set

Values from the calculation:
E_HOMO: -9.3 eV
relative energy (zero: lowest compared OMol25 entry of this formula, charge and spin): 263.2 kJ/mol
HOMO-LUMO gap: 10.1 eV
maximum force: 0.66 eV Å⁻¹
LUMO: 0.76 eV

Each line ends with the Löwdin charge.
Positions of all 15 atoms, in Å:
O  0.698  -0.665  1.458  0.019
O  -1.029  -0.455  -1.367  -0.095
C  0.238  -0.937  -0.926  -0.159
C  -1.756  -0.238  -0.217  -0.237
C  0.867  -0.147  0.191  -0.430
C  -1.644  0.907  0.435  0.040
C  1.604  0.916  -0.101  0.074
H  1.567  -0.962  1.747  0.110
H  -2.263  -1.121  0.174  0.125
H  -1.123  1.740  -0.023  0.077
H  2.169  1.454  0.643  0.069
H  1.595  1.312  -1.111  0.081
H  -2.018  1.019  1.442  0.070
H  0.144  -1.985  -0.606  0.135
H  0.950  -0.839  -1.738  0.123

=====

[10]
C5H8O2 | ωB97M-V with the def2-TZVPD basis set

Values from the calculation:
E_HOMO: -9.7 eV
relative energy (zero: lowest compared OMol25 entry of this formula, charge and spin): 272.2 kJ/mol
HOMO-LUMO gap: 10.6 eV
maximum force: 3.40 eV Å⁻¹
LUMO: 0.83 eV

Each line ends with the Löwdin charge.
Positions of all 15 atoms, in Å:
O  -0.763  1.286  -0.835  -0.078
O  1.502  0.881  -0.494  -0.066
C  -0.259  -0.497  0.589  -0.342
C  0.400  0.530  -1.237  -0.413
C  0.013  -0.954  -0.835  -0.053
C  1.028  0.005  1.065  0.040
C  -1.252  0.657  0.346  -0.156
H  -2.274  0.292  0.168  0.125
H  -0.865  -1.320  -1.384  0.122
H  -0.276  -1.087  1.550  0.171
H  1.763  -0.802  1.211  0.118
H  -1.269  1.351  1.194  0.124
H  0.862  -1.640  -0.947  0.124
H  0.909  0.654  1.951  0.122
H  0.482  0.637  -2.330  0.163